A cluster of 2 separate species, C5H12N2O in total. Source: the OMol25 dataset; level of theory: ωB97M-V/def2-TZVPD.

Last column: Mulliken charge in e.
Geometry (Å):
C 0.85805 -0.43239 0.27428  0.23
C -1.47739 -0.66383 -0.01599  -0.65
C 1.91704 0.64254 0.47476  -1.51
C 1.27297 -1.48747 -0.72182  -1.19
N -2.06524 0.50352 -0.28085  -0.10
N -2.35893 1.27724 0.87743  -0.55
C -0.43875 0.92632 -0.83248  0.07
O -0.17993 0.85291 -1.99329  -0.56
H 0.58882 -0.85197 1.24257  0.30
H -3.15566 1.85843 0.64867  0.24
H -2.61045 0.68028 1.66182  0.23
H -0.29199 1.66989 -0.05815  0.54
H -1.53698 -1.12451 0.96794  0.31
H -1.31016 -1.30976 -0.86567  0.50
H 2.84182 0.19572 0.86197  0.43
H 2.31159 -1.79887 -0.55936  0.41
H 1.60007 1.40337 1.19203  0.38
H 2.16763 1.13890 -0.46635  0.33
H 0.65725 -2.38848 -0.66591  0.32
H 1.21023 -1.09184 -1.74161  0.27

Atoms 1-3, force components in eV/Å:
-0.5 0.2 -0.2
0.3 0.4 0.0
0.0 -0.1 0.0

F_max = 0.0118 hartree/bohr
lowest unoccupied orbital energy = 0.7 eV
relative energy (zero: lowest compared OMol25 entry of this formula, charge and spin) = 587.3 kJ/mol
charge = 0